This record from the Open Molecules 2025 dataset describes a molecular structure, N2O6Pb3 at a distorted geometry. The level of theory is ωB97M-V/def2-TZVPD.

XYZ file:
```
11
N2O6Pb3, DFT ωB97M-V/def2-TZVPD
Pb -3.4387 -2.9453 0.0162
Pb 1.0108 2.8712 -0.3932
Pb -0.1938 -1.8531 -4.4279
N -0.5740 -0.6558 -1.2052
O -1.7227 -1.0876 -0.8653
O 0.2138 -1.3599 -1.9655
O -0.1566 0.3620 -0.6923
N 1.2202 1.1765 2.4138
O 1.7106 1.2710 1.2056
O 1.9391 0.9610 3.3440
O -0.0086 1.2599 2.5698
```

Properties
Maximum force (Eh/bohr): 0.0812
HOMO (eV): -19.7
DFT total energy (eV): -30950.1728
HOMO-LUMO gap (eV): 2.7
Total charge: +4

***

This record from the Open Molecules 2025 dataset describes a molecular structure, C40H39Cl3KN2OS4SbSe at a distorted geometry. The level of theory is ωB97M-V/def2-TZVPD.

XYZ file:
```
92
C40H39Cl3KN2OS4SbSe, DFT ωB97M-V/def2-TZVPD
K -1.7881 2.0478 -1.1220
S 1.4469 2.7251 3.0484
C 0.5256 2.7341 1.6369
S 0.5554 1.2236 0.6566
S -0.3028 4.0648 1.0188
Cl -6.1107 1.2479 -7.4860
C -5.2135 1.0716 -5.9880
C -5.0632 2.1603 -5.1435
C -4.3562 2.0034 -3.9722
Cl -4.1692 3.3919 -2.9210
C -3.7420 0.7813 -3.5433
O -3.0926 0.6714 -2.4712
C -3.9559 -0.2792 -4.4777
Cl -3.2792 -1.8380 -4.0728
C -4.6591 -0.1525 -5.6575
H -5.4889 3.1211 -5.3971
H -4.7731 -1.0048 -6.3130
S 0.5233 3.0806 -2.8120
Sb 1.9713 1.8290 -1.5767
C 3.2351 2.7387 -0.1366
C 4.0681 1.9819 0.6787
C 4.9180 2.6085 1.5762
C 4.9212 3.9933 1.6799
C 4.0670 4.7464 0.8901
C 3.2265 4.1224 -0.0242
C 1.7054 -0.2760 -1.8015
C 2.5585 -1.2290 -1.2544
C 2.3518 -2.5794 -1.5034
C 1.2779 -2.9895 -2.2847
C 0.4148 -2.0440 -2.8208
C 0.6325 -0.6910 -2.5846
C 3.6653 1.8151 -3.0112
C 4.2204 3.0493 -3.3545
C 5.2860 3.1468 -4.2367
C 5.8280 1.9994 -4.8051
C 5.2866 0.7650 -4.4838
C 4.2163 0.6789 -3.5960
H 4.0299 0.8989 0.6535
H 5.5541 2.0119 2.2194
H 5.5657 4.4826 2.4007
H 4.0340 5.8237 0.9988
H 2.5349 4.7097 -0.6176
H 3.3928 -0.9278 -0.6311
H 3.0270 -3.3132 -1.0768
H 1.1101 -4.0443 -2.4692
H -0.4355 -2.3460 -3.4196
H -0.0432 0.0415 -3.0169
H 3.8054 3.9592 -2.9331
H 5.6943 4.1205 -4.4840
H 6.6596 2.0713 -5.4968
H 5.6925 -0.1391 -4.9248
H 3.8081 -0.3007 -3.3754
C -4.1208 -0.2257 6.0651
C -2.9569 -1.2016 5.9418
C -1.5944 -0.5116 5.9348
C -1.3046 0.2814 4.6650
N -1.0405 -0.5969 3.5341
C -1.8477 -0.7892 2.4600
Se -3.5488 -0.1266 2.2412
N -1.2016 -1.6303 1.6110
C -1.5488 -1.8722 0.2139
C -2.0309 -3.2916 -0.0448
C -3.4081 -3.5904 0.5437
C -4.5338 -2.9318 -0.2446
C 0.0325 -1.9662 2.1457
C 1.0617 -2.7456 1.6476
C 2.2160 -2.8263 2.4122
C 2.3319 -2.1445 3.6256
C 1.2969 -1.3652 4.1196
C 0.1415 -1.2996 3.3601
H -5.0694 -0.7531 6.1855
H -4.2046 0.3919 5.1705
H -3.9897 0.4314 6.9301
H -3.0688 -1.7810 5.0199
H -2.9874 -1.9196 6.7679
H -0.8049 -1.2579 6.0650
H -1.5191 0.1685 6.7902
H -0.4315 0.9285 4.7688
H -2.1423 0.9128 4.3728
H -0.6500 -1.6544 -0.3669
H -2.3026 -1.1347 -0.0619
H -1.2877 -3.9967 0.3406
H -2.0568 -3.4324 -1.1308
H -3.4383 -3.2435 1.5814
H -3.5590 -4.6745 0.5706
H -4.4339 -1.8461 -0.2397
H -5.5093 -3.1679 0.1859
H -4.5300 -3.2664 -1.2854
H 0.9823 -3.2345 0.6875
H 3.0525 -3.4120 2.0498
H 3.2611 -2.2006 4.1786
H 1.4091 -0.7884 5.0262
```

Properties
Maximum force (Eh/bohr): 0.0233
HOMO (eV): -1.6
DFT total energy (eV): -216263.2306
HOMO-LUMO gap (eV): 5.5
Total charge: -2
Energy relative to the best compared isomer or geometry (same formula, charge and spin) (kJ/mol): 47.8

***

This record from the Open Molecules 2025 dataset describes 8 unconnected molecules or ions with the total composition C24H31Cl2N7O6 at a distorted geometry. The level of theory is ωB97M-V/def2-TZVPD.

XYZ file:
```
70
C24H31Cl2N7O6, DFT ωB97M-V/def2-TZVPD
C -26.5750 -5.1967 -9.5435
N -26.0962 -6.5867 -9.3994
O -24.9750 -6.7764 -8.9919
O -26.8776 -7.4678 -9.6751
H -27.4548 -5.0949 -8.9121
H -26.9607 -5.1146 -10.5585
H -25.7717 -4.5098 -9.3209
C -24.1702 -15.1193 -13.3734
N -25.2508 -14.2651 -13.9586
O -25.3588 -13.1168 -13.5863
O -25.9767 -14.7989 -14.7677
H -24.6647 -16.0586 -13.1485
H -23.7451 -14.5713 -12.5441
H -23.4471 -15.2975 -14.1656
C -26.7025 -12.5522 -5.4380
N -27.0115 -13.5586 -4.3939
O -27.7781 -14.4506 -4.7005
O -26.5296 -13.3985 -3.2906
H -26.3994 -12.9905 -6.3852
H -25.9168 -11.8691 -5.1327
H -27.6183 -11.9884 -5.5993
C -24.9480 -12.5713 -10.4014
C -24.8543 -11.2729 -9.9021
C -25.8403 -10.7955 -9.0535
N -26.9044 -11.5213 -8.7067
C -26.9968 -12.7647 -9.1650
C -26.0347 -13.3246 -10.0011
H -24.2794 -12.8822 -11.1894
H -24.0852 -10.5866 -10.2311
H -25.8433 -9.7505 -8.7742
H -27.8632 -13.3272 -8.8388
H -26.1126 -14.3605 -10.3166
C -28.9497 -18.2182 -12.4730
C -29.3330 -16.9457 -12.1136
C -28.3442 -16.0712 -11.6547
N -27.0740 -16.4299 -11.5200
C -26.7061 -17.6441 -11.9329
C -27.5999 -18.5734 -12.4274
H -29.6543 -19.0037 -12.7179
H -30.3677 -16.6369 -12.1612
H -28.6206 -15.0905 -11.2864
H -25.6555 -17.8724 -11.7777
H -27.2735 -19.5577 -12.7313
C -24.9322 -16.5762 -8.8350
C -23.7618 -16.2885 -9.5182
C -22.9217 -17.3504 -9.8417
N -23.1823 -18.6163 -9.5105
C -24.2803 -18.8507 -8.7868
C -25.2005 -17.8682 -8.4547
H -25.6245 -15.7949 -8.5456
H -23.4618 -15.2926 -9.8176
H -22.0074 -17.1240 -10.3784
H -24.4188 -19.8943 -8.5322
H -26.0588 -18.0812 -7.8315
C -21.0180 -9.0974 -8.3214
C -22.3552 -8.7800 -8.4924
C -23.2159 -8.9440 -7.4178
N -22.8084 -9.4204 -6.2396
C -21.5357 -9.7425 -6.0769
C -20.6064 -9.6295 -7.1063
H -20.3367 -8.9267 -9.1450
H -22.6978 -8.2294 -9.3601
H -24.2492 -8.6335 -7.4447
H -21.2303 -10.1241 -5.1091
H -19.5403 -9.7291 -6.9384
Cl -29.3626 -9.4582 -5.5700
C -28.0907 -8.8955 -6.6883
Cl -26.5070 -9.0429 -5.9109
H -28.0719 -9.4568 -7.6186
H -28.2841 -7.8550 -6.9268
```

Properties
Maximum force (Eh/bohr): 0.0224
HOMO (eV): -9.5
DFT total energy (eV): -73142.1337
HOMO-LUMO gap (eV): 9.3
Energy relative to the best compared isomer or geometry (same formula, charge and spin) (kJ/mol): 0.0
Structure (SMILES): C[N+](=O)[O-].C[N+](=O)[O-].C[N+](=O)[O-].c1ccncc1.c1ccncc1.c1ccncc1.c1ccncc1.ClCCl

***

This record from the Open Molecules 2025 dataset describes a molecular structure, C37H30As2ClN2O4Rh at a distorted geometry. The level of theory is ωB97M-V/def2-TZVPD.

XYZ file:
```
77
C37H30As2ClN2O4Rh, DFT ωB97M-V/def2-TZVPD
Rh -10.1825 5.8582 15.0406
C -11.8036 8.1234 18.3471
C -11.8717 8.8311 17.0230
As -11.7808 7.7304 15.4495
C -13.4970 6.8871 15.2927
C -14.6262 7.3764 15.8543
C -15.8810 6.7007 15.7708
C -15.8784 5.5397 15.0048
C -14.7188 5.0806 14.4068
C -13.5228 5.7437 14.4733
C -11.5872 8.7711 13.8168
C -10.3448 9.2366 13.4664
C -10.1123 9.7763 12.2265
C -11.0444 9.6999 11.2029
C -12.2772 9.1470 11.5612
C -12.5657 8.6603 12.8090
As -12.4518 6.2480 18.5028
C -10.9209 5.1533 18.0797
C -9.6858 5.2914 18.7409
C -8.5255 4.7069 18.2187
C -8.6615 3.8453 17.1004
C -9.9192 3.6291 16.5070
C -11.0666 4.2049 17.0375
C -12.9346 5.9796 20.2669
C -13.5650 7.0107 20.9829
C -14.2991 6.6247 22.0652
C -14.4532 5.3667 22.4971
C -13.7904 4.3085 21.8304
C -13.0461 4.6318 20.6277
H -12.3315 8.6318 19.1062
H -10.7491 7.9104 18.6790
H -11.0383 9.6437 17.0246
H -12.8418 9.3158 16.9613
H -14.4938 8.2677 16.4475
H -16.7554 7.0054 16.1911
H -16.7444 4.9478 14.9205
H -14.8875 4.1864 13.8458
H -12.5825 5.4504 14.0172
H -9.5017 9.3298 14.1878
H -9.1331 10.1835 12.1083
H -10.7653 10.1015 10.2148
H -13.0968 9.1153 10.8086
H -13.5429 8.2569 12.9338
H -9.5930 5.6724 19.7744
H -7.5761 4.6938 18.7657
H -7.8005 3.3302 16.7573
H -9.9084 2.7928 15.8337
H -12.0589 4.0438 16.5912
H -13.5388 8.0253 20.5710
H -14.8738 7.4573 22.5846
H -15.1705 5.1712 23.2399
H -13.8559 3.2471 22.0947
H -12.5038 3.9067 20.0087
O -8.3657 7.4902 9.8925
C -7.4350 7.7076 10.7830
O -6.6574 8.6133 10.7504
C -7.5154 7.0878 12.1387
C -6.6620 7.5084 13.2013
Cl -5.3267 8.4609 13.2165
N -7.1643 6.9504 14.3270
N -8.3606 6.3386 14.1191
C -8.5065 6.3954 12.7828
C -9.6444 5.6237 12.1791
O -9.6722 5.4510 10.9602
O -10.4539 5.0992 13.0445
C -6.7029 7.0755 15.6458
C -5.5326 6.3747 15.9875
C -5.0724 6.3909 17.3259
C -5.6711 7.2350 18.2121
C -6.7291 8.0046 17.8090
C -7.3364 7.8956 16.5465
H -8.8557 6.6562 10.2130
H -4.9790 5.9391 15.1388
H -4.2288 5.7805 17.6098
H -5.2955 7.3217 19.1940
H -7.2236 8.6745 18.5148
H -8.1198 8.5792 16.2394
```

Properties
Maximum force (Eh/bohr): 0.0966
HOMO (spin up / spin down) (eV): -14.0 / -14.2
DFT total energy (eV): -187214.1955
HOMO-LUMO gap (spin up / spin down) (eV): 8.1 / 5.1
Total charge: +2
2S+1: 5